Record 1
DFT (ωB97M-V/def2-TZVPD) results for the molecule C22H36N2O9.

Geometry as XYZ:
```
69
Properties=species:S:1:pos:R:3:mulliken_charge:R:1
C 1.677 1.064 5.427 -1.563
H 1.385 1.996 4.727 0.036
H 2.066 1.392 6.244 0.791
H 0.845 0.528 5.499 0.396
C 2.847 0.583 4.716 -0.091
C 3.311 -0.738 5.753 -1.866
H 3.983 -1.396 5.348 0.546
H 2.631 -1.342 5.898 0.747
H 3.905 -0.307 6.560 0.389
H 3.666 1.076 4.523 0.861
C 2.522 -0.374 3.401 0.198
N 1.846 0.773 2.636 -0.076
C 0.307 0.841 2.295 -0.685
O -0.307 -0.369 2.678 -0.769
C -0.121 1.876 1.417 -0.102
N -1.331 1.193 0.787 -0.115
C -1.390 1.379 -0.638 -0.131
O -0.568 2.013 -1.238 -0.653
C -2.239 0.345 -1.485 0.260
C -2.166 0.300 -2.790 0.272
O -3.199 -0.090 -3.462 -0.397
C -2.844 -0.883 -4.560 0.765
C -3.484 -2.216 -4.854 -1.787
H -3.177 -2.731 -5.625 0.476
H -3.049 -2.661 -4.130 0.555
H -4.624 -1.997 -5.011 0.269
C -3.369 0.336 -5.821 -1.349
H -2.680 1.072 -5.824 0.487
H -2.949 -0.276 -6.669 0.349
H -4.412 0.304 -5.882 0.406
O -1.360 -0.883 -4.727 -0.508
C -0.902 -0.321 -3.423 -0.897
H -0.081 0.131 -3.581 0.883
C -0.640 -1.545 -2.497 0.096
O 0.786 -1.719 -2.381 -0.487
C 1.314 -1.475 -1.230 0.801
C 2.190 0.065 -1.391 -2.307
H 2.737 -0.433 -1.907 1.103
H 2.563 0.164 -0.321 0.481
H 1.570 0.641 -1.528 0.389
C 1.810 -2.489 -0.428 -0.765
H 1.355 -3.526 -0.224 0.254
H 2.911 -2.622 -0.893 0.287
H 2.154 -2.047 0.662 0.043
O 0.192 -0.955 -0.393 -0.134
C -1.153 -1.545 -1.188 0.314
O -2.356 -0.883 -0.825 -0.523
H -1.374 -2.531 -0.716 0.304
H -0.853 -2.554 -3.137 -0.109
H -1.939 1.389 -3.058 0.275
H -3.251 0.729 -1.138 0.405
H -1.719 0.473 1.039 0.349
H 0.571 2.151 0.544 1.221
C -0.804 2.926 2.376 1.158
C -1.178 4.113 1.482 -2.112
H -1.427 4.758 2.168 0.700
H -1.788 3.999 0.821 0.662
H -0.132 4.450 1.027 0.264
C -1.817 2.436 3.182 -1.368
H -2.981 2.161 2.608 0.160
H -2.105 3.408 3.877 0.284
H -1.722 1.542 3.764 0.458
H 0.198 3.231 2.951 0.153
H 2.212 1.478 2.406 0.327
C 3.458 -0.725 2.657 -0.285
O 4.000 -1.810 2.835 -0.637
O 3.905 0.108 1.739 -0.529
H 4.742 -0.484 1.200 0.459
H 1.649 -1.011 3.773 0.611
```

Highest occupied orbital energy, eV: -8.77
SMILES string: CC(C)[C@H](NC(=O)[C@@H]1O[C@@H]2OC(C)(C)O[C@@H]2[C@H]2OC(C)(C)O[C@H]21)C(=O)N[C@@H](C(=O)O)C(C)C
Gap between HOMO and LUMO, eV: 9.23
2S+1: 1

=====

Record 2
DFT (ωB97M-V/def2-TZVPD) results for the molecule C23H36FN3O5S.

Geometry as XYZ:
```
69
Properties=species:S:1:pos:R:3:mulliken_charge:R:1
C 0.250 2.764 3.142 -1.057
H -0.325 3.670 2.976 0.386
H 0.256 2.566 4.212 0.413
C 1.678 2.925 2.631 -1.018
H 2.297 2.102 2.999 0.411
H 2.098 3.848 3.035 0.430
C 1.802 2.969 1.101 1.549
N 1.476 1.634 0.587 0.281
C 1.448 1.293 -0.711 -1.298
O 1.595 2.074 -1.633 -0.638
C 1.155 -0.198 -0.944 0.234
N -0.293 -0.404 -0.938 0.687
C -0.778 -1.352 -0.110 1.368
O -0.058 -2.015 0.624 -0.659
C -2.285 -1.579 -0.085 -0.803
N -2.642 -2.666 0.789 -0.327
S -2.804 -2.298 2.407 1.303
O -3.410 -0.998 2.469 -0.677
O -3.476 -3.410 3.008 -0.724
C -1.163 -2.201 3.123 -0.172
C -0.633 -0.963 3.422 -0.307
C 0.646 -0.877 3.943 -0.604
C 1.353 -2.049 4.147 0.449
C 0.820 -3.297 3.871 -0.833
C -0.460 -3.367 3.353 -0.334
H -0.924 -4.314 3.129 0.430
H 1.407 -4.183 4.056 0.469
F 2.604 -1.968 4.641 -0.345
H 1.095 0.071 4.193 0.515
H -1.239 -0.088 3.247 0.705
H -2.071 -3.489 0.659 0.384
H -2.800 -0.702 0.315 0.408
H -2.638 -1.798 -1.094 -0.122
C -1.120 0.428 -1.787 -1.527
H -0.607 1.382 -1.923 0.300
H -2.072 0.613 -1.285 0.660
C -1.396 -0.134 -3.198 0.803
C -2.412 0.748 -3.946 -0.964
H -2.479 1.744 -3.514 0.340
C -3.711 -0.047 -3.821 -0.547
H -4.411 0.151 -4.628 0.447
H -4.198 0.158 -2.867 0.216
C -3.180 -1.476 -3.846 -0.582
H -3.835 -2.201 -3.359 0.358
H -2.993 -1.801 -4.879 0.368
O -1.956 -1.441 -3.130 -0.568
H -2.128 0.841 -4.994 0.386
H -0.450 -0.194 -3.748 0.067
H 1.531 -0.785 -0.097 0.930
C 1.858 -0.699 -2.217 0.638
C 1.445 -2.133 -2.534 -1.462
H 0.375 -2.211 -2.709 0.074
H 1.967 -2.483 -3.421 0.545
H 1.700 -2.786 -1.702 0.299
C 3.369 -0.615 -2.010 -1.634
H 3.675 -1.239 -1.172 0.364
H 3.887 -0.960 -2.901 0.452
H 3.674 0.409 -1.813 0.341
H 1.591 -0.035 -3.044 0.223
H 1.370 0.901 1.272 0.187
C 0.854 4.004 0.491 -1.991
H 1.047 4.093 -0.574 0.496
H -0.181 3.706 0.628 0.407
H 1.012 4.971 0.961 0.414
C 3.248 3.301 0.715 -1.909
H 3.511 4.298 1.057 0.479
H 3.354 3.265 -0.366 0.412
H 3.936 2.584 1.159 0.395
H -0.255 1.941 2.642 0.073
```

Highest occupied orbital energy, eV: -9.18
SMILES string: CCC(C)(C)NC(=O)[C@H](C(C)C)N(C[C@@H]1CCCO1)C(=O)CNS(=O)(=O)c1ccc(F)cc1
Gap between HOMO and LUMO, eV: 9.79
2S+1: 1

=====

Record 3
DFT (ωB97M-V/def2-TZVPD) results for a structure of composition C35H32Br2MnN3OPSSi.

Geometry as XYZ:
```
77
Properties=species:S:1:pos:R:3:mulliken_charge:R:1
Mn -0.794 0.822 0.405 -1.063
Br -3.857 -1.490 3.401 -0.066
C -2.862 0.048 3.736 -0.191
C -2.868 0.635 5.016 -0.426
C -2.125 1.755 5.285 -0.079
Br -2.176 2.488 7.007 -0.123
C -1.313 2.360 4.280 0.468
C -0.496 3.497 4.436 -0.646
C 0.244 3.948 3.372 -1.146
C 0.178 3.276 2.146 -0.034
N -0.590 2.214 1.965 -0.004
C -1.322 1.760 3.016 0.802
C -2.101 0.613 2.733 -0.222
O -2.060 0.179 1.471 0.265
H -3.470 0.187 5.793 0.484
H -0.454 4.002 5.392 0.392
H 0.886 4.812 3.466 0.445
H 0.770 3.598 1.298 0.517
C 4.415 2.626 -0.146 -1.024
Si 4.535 0.775 -0.338 0.331
C 4.304 0.254 -2.110 -0.819
C 6.113 0.096 0.369 -1.180
C 3.101 0.043 0.699 0.175
C 3.308 -0.813 1.783 0.061
C 2.257 -1.301 2.557 -1.537
C 0.969 -0.925 2.247 -0.286
N 0.749 -0.123 1.202 0.458
C 1.765 0.340 0.460 0.673
S 1.030 1.336 -0.791 -0.278
H 5.203 3.122 -0.717 0.402
H 4.525 2.924 0.899 0.336
H 3.458 3.004 -0.515 0.288
H 5.185 0.539 -2.692 0.446
H 3.437 0.731 -2.572 0.273
H 4.183 -0.828 -2.195 0.174
H 6.961 0.502 -0.187 0.361
H 6.165 -0.992 0.288 0.347
H 6.252 0.374 1.416 0.364
H 4.320 -1.106 2.039 0.510
H 2.440 -1.965 3.390 0.485
H 0.104 -1.267 2.803 0.550
N -1.863 2.067 -0.820 0.037
C -2.135 1.603 -2.188 -0.500
C -2.655 2.480 -3.125 -0.580
C -2.963 2.011 -4.392 -0.729
C -2.774 0.671 -4.711 -0.875
C -2.257 -0.200 -3.767 -0.206
C -1.908 0.270 -2.501 -0.525
P -1.269 -0.793 -1.190 2.639
C -2.619 -1.936 -0.829 0.798
C -3.869 -1.385 -0.537 -0.332
C -4.958 -2.207 -0.313 -0.789
C -4.807 -3.588 -0.372 -0.643
C -3.570 -4.141 -0.666 -0.716
C -2.475 -3.320 -0.901 -0.454
C 0.146 -1.747 -1.761 0.414
C 0.719 -2.656 -0.868 -0.620
C 1.821 -3.403 -1.249 -0.869
C 2.358 -3.247 -2.521 -0.732
C 1.802 -2.332 -3.404 -0.906
C 0.702 -1.576 -3.026 -0.565
H -1.405 2.977 -0.859 0.506
H -2.753 2.233 -0.347 0.487
H -2.827 3.519 -2.870 0.509
H -3.366 2.691 -5.130 0.444
H -3.036 0.306 -5.695 0.472
H -2.123 -1.247 -4.008 0.584
H -3.999 -0.309 -0.498 0.194
H -5.926 -1.775 -0.098 0.467
H -5.660 -4.232 -0.202 0.443
H -3.456 -5.214 -0.729 0.468
H -1.523 -3.764 -1.157 0.446
H 0.296 -2.793 0.122 0.733
H 2.253 -4.116 -0.559 0.494
H 3.211 -3.840 -2.824 0.472
H 2.226 -2.203 -4.391 0.450
H 0.290 -0.854 -3.718 0.506
```

Highest occupied orbital energy (alpha / beta), eV: -13.75 / -13.78
Charge: +2
Gap between HOMO and LUMO (alpha / beta), eV: 5.89 / 5.57
2S+1: 2

=====

Record 4
DFT (ωB97M-V/def2-TZVPD) results for a cluster of 2 separate species, C4H9NO2 in total.

Geometry as XYZ:
```
16
Properties=species:S:1:pos:R:3:mulliken_charge:R:1
C -1.971 -0.484 -0.388 -1.422
C -0.467 -0.391 -0.308 0.617
O -0.080 0.972 -0.544 -0.357
C 0.104 -0.600 1.094 -0.715
N 1.311 0.217 1.089 -0.273
C 0.950 1.321 0.281 0.233
O 1.439 2.413 0.249 -0.532
H -2.275 -1.451 0.016 0.372
H -2.368 -0.401 -1.405 0.348
H -2.410 0.305 0.229 0.347
H 0.003 -1.070 -1.042 0.274
H 1.592 0.589 -1.689 -0.128
H -0.612 -0.134 1.789 0.314
H 0.295 -1.638 1.361 0.402
H 2.178 -0.234 0.795 0.350
H 2.311 0.584 -1.528 0.169
```

Highest occupied orbital energy, eV: -10.22
SMILES string: C[C@@H]1CNC(=O)O1.[H][H]
Gap between HOMO and LUMO, eV: 11.09
2S+1: 1

=====

no.,strongest force on any atom (eV Å⁻¹)
1,18.57
2,0.85
3,0.14
4,0.84